Entry 1:
{"formula": "C25H24ClIrN5O3", "method": "ωB97M-V/def2-TZVPD", "elements": ["Ir", "N", "C", "N", "C", "N", "N", "C", "C", "C", "C", "C", "C", "N", "C", "C", "C", "C", "C", "C", "H", "H", "H", "H", "H", "H", "H", "H", "H", "H", "H", "Cl", "C", "C", "C", "C", "C", "C", "C", "O", "O", "H", "H", "H", "H", "C", "C", "C", "C", "O", "H", "H", "H", "H", "H", "H", "H", "H", "H"], "positions_angstrom": [[-0.85342, -0.88763, -0.27393], [-1.82989, 2.74667, 2.18104], [-1.85453, 1.53701, 1.61077], [-0.96201, 1.12858, 0.76256], [0.10077, 1.96232, 0.42277], [1.04501, 1.54364, -0.40266], [0.99012, 0.37210, -0.88414], [1.72309, -0.24911, -1.79992], [1.36941, -1.56002, -2.17510], [2.04442, -2.22992, -3.22803], [1.65642, -3.48904, -3.61105], [0.60529, -4.11374, -2.92884], [-0.02907, -3.41950, -1.91461], [0.31778, -2.19163, -1.55300], [0.14726, 3.30431, 0.94564], [1.10999, 4.25026, 0.58507], [1.06775, 5.52292, 1.12775], [0.08623, 5.87341, 2.05562], [-0.87015, 4.94975, 2.43770], [-0.85720, 3.68047, 1.87237], [-2.52421, 2.99844, 2.87449], [-2.66204, 0.86666, 1.87756], [2.56070, 0.25226, -2.27461], [2.84668, -1.72014, -3.73306], [2.14581, -3.99541, -4.42644], [0.29755, -5.11998, -3.16776], [-0.84289, -3.86950, -1.36120], [1.87947, 3.97352, -0.11574], [1.80025, 6.25505, 0.82579], [0.06764, 6.86933, 2.47218], [-1.62794, 5.20477, 3.16335], [3.46400, -4.93660, 5.99936], [2.60329, -3.89889, 4.95784], [2.26612, -4.33050, 3.66783], [1.57905, -3.48580, 2.82167], [1.22590, -2.20160, 3.24886], [1.54410, -1.78642, 4.54658], [2.22815, -2.62313, 5.39890], [0.54614, -1.22629, 2.33681], [0.39840, -0.05924, 2.65826], [0.16337, -1.70437, 1.19147], [2.55254, -5.31836, 3.34703], [1.31151, -3.80953, 1.82972], [1.24473, -0.80002, 4.86816], [2.48738, -2.30510, 6.39722], [-1.10591, 1.36206, -3.15469], [-2.23978, 0.36405, -2.82377], [-2.36798, -0.64705, -3.98557], [-3.56367, 1.13999, -2.65565], [-1.94433, -0.30665, -1.66720], [-1.35720, 1.92826, -4.04466], [-0.18072, 0.81954, -3.33024], [-0.96925, 2.05469, -2.32774], [-2.58376, -0.11630, -4.90699], [-3.17055, -1.35151, -3.78826], [-1.43336, -1.19148, -4.09712], [-3.84121, 1.59639, -3.59993], [-3.44664, 1.91938, -1.90711], [-4.35864, 0.46863, -2.34535]], "forces_ev_per_a": [[5.760, 3.699, -1.488], [-0.079, -0.822, -0.212], [-0.535, 0.885, 0.990], [0.084, -1.137, -1.286], [0.183, -0.488, -0.331], [0.363, 1.875, 0.518], [-1.976, -4.333, -0.734], [-0.843, 2.422, 1.985], [-0.561, -2.478, -1.016], [-0.405, 1.150, 1.080], [-0.807, -0.748, 0.334], [0.658, 0.328, -0.240], [-0.179, -0.446, 0.107], [-0.627, 1.068, 0.337], [-0.679, -0.190, 0.442], [0.098, 0.388, 0.154], [0.118, -0.372, -0.289], [-0.203, -0.373, 0.018], [0.014, 0.046, -0.016], [0.676, 0.067, -0.436], [-0.075, -0.191, -0.096], [0.024, 0.106, 0.095], [-0.045, 0.156, 0.212], [0.189, 0.087, -0.042], [0.127, -0.044, -0.092], [-0.076, -0.007, -0.039], [-0.034, 0.031, -0.036], [0.097, -0.014, -0.100], [0.085, 0.026, -0.005], [0.001, 0.034, 0.052], [-0.095, 0.071, 0.053], [0.205, -0.249, 0.241], [-0.531, 0.562, -0.607], [0.189, 0.084, 0.519], [-0.126, 0.490, 0.248], [-0.068, -0.071, -0.238], [-0.152, 0.019, -0.474], [0.227, -0.564, -0.062], [0.739, 0.522, 1.611], [-0.154, 0.119, -0.023], [-0.612, -1.171, -0.958], [0.043, -0.130, -0.003], [0.005, -0.070, -0.141], [0.042, 0.055, 0.003], [0.003, -0.015, 0.063], [-0.395, -0.431, 0.193], [0.270, 1.838, -2.047], [0.028, -0.095, 0.665], [0.334, -0.486, 0.303], [-1.391, -1.448, 1.099], [0.007, 0.079, -0.106], [0.121, 0.020, -0.115], [0.040, 0.140, 0.062], [0.005, 0.104, -0.046], [-0.096, -0.092, -0.001], [0.112, -0.098, -0.098], [0.025, 0.053, -0.099], [-0.012, 0.118, 0.074], [-0.118, -0.081, 0.016]], "multiplicity": 2, "charge": 2, "homo_lumo_gap_ev": [4.37, 4.56], "largest_force_ev_per_a": 7.01, "e_tot_ev": -55251.990, "e_above_lowest_kj_mol": 260.0}

***

Entry 2:
{"formula": "C2HClN2O", "method": "ωB97M-V/def2-TZVPD", "elements": ["N", "N", "O", "C", "C", "Cl", "H"], "positions_angstrom": [[-1.08439, 1.07539, -0.41318], [-0.32480, 1.80565, -0.04859], [0.48982, 2.57353, 0.21825], [0.95002, -1.13733, 0.00536], [-0.20862, -1.35436, -0.02531], [-1.75846, -1.89248, 0.00248], [1.93643, -1.07042, 0.26100]], "forces_ev_per_a": [[-0.451, 0.353, 0.261], [-1.853, -1.495, -1.459], [2.038, 1.776, 1.093], [0.193, -0.036, 0.119], [-1.810, -1.142, 0.020], [-0.040, 0.154, -0.135], [1.923, 0.390, 0.102]], "homo_lumo_gap_ev": 11.09, "largest_force_ev_per_a": 2.92, "e_tot_ev": -19635.750, "e_above_lowest_kj_mol": 401.7}

***

Entry 3:
{"formula": "C4H12N2S", "method": "ωB97M-V/def2-TZVPD", "elements": ["C", "N", "C", "C", "N", "C", "S", "H", "H", "H", "H", "H", "H", "H", "H", "H", "H", "H", "H"], "positions_angstrom": [[-0.41453, 2.62288, 0.98184], [0.23046, 1.27698, 0.71756], [-0.39189, 0.72891, -0.55315], [0.10082, -0.75566, -0.60827], [-0.85498, -1.60167, 0.07056], [1.49206, -1.12853, -0.25010], [1.80464, -3.04971, 0.05364], [-1.19299, 2.37462, 1.75391], [0.35648, 3.22732, 1.42528], [-0.81552, 3.18016, 0.04036], [-0.32245, 0.67845, 1.44503], [-0.35519, 1.25498, -1.55436], [-1.54664, 0.89717, -0.39193], [-0.17386, -0.99672, -1.63926], [-1.70753, -1.10636, 0.29139], [-1.22123, -2.47002, -0.41605], [1.76957, -0.61455, 0.72173], [2.21130, -0.94188, -0.98140], [1.03148, -3.57636, -1.10679]], "forces_ev_per_a": [[-0.356, -0.523, -0.285], [-2.666, 0.106, -0.322], [-0.932, 0.160, 1.504], [-3.352, -0.518, -2.837], [-2.090, -1.718, 1.410], [0.508, -1.194, 2.573], [-1.793, 0.837, -2.180], [0.249, 1.168, -0.915], [0.053, 0.577, 0.268], [0.544, -1.250, 1.668], [1.900, 0.929, -1.646], [1.384, -0.074, 1.360], [1.585, -1.294, -0.327], [1.267, 0.003, -0.673], [0.066, 0.200, 0.064], [1.327, 1.539, 0.555], [-0.114, -0.866, -1.092], [0.976, 0.814, -1.163], [1.445, 1.102, 2.039]], "homo_lumo_gap_ev": 9.41, "largest_force_ev_per_a": 4.42, "e_tot_ev": -18155.292, "e_above_lowest_kj_mol": 263.1}

***

Entry 4:
{"formula": "C26H30N6O2", "method": "ωB97M-V/def2-TZVPD", "elements": ["C", "O", "C", "C", "C", "C", "C", "C", "C", "C", "N", "N", "N", "N", "C", "C", "C", "C", "C", "C", "C", "C", "N", "C", "C", "C", "C", "C", "C", "C", "O", "N", "C", "C", "H", "H", "H", "H", "H", "H", "H", "H", "H", "H", "H", "H", "H", "H", "H", "H", "H", "H", "H", "H", "H", "H", "H", "H", "H", "H", "H", "H", "H", "H"], "positions_angstrom": [[-7.54018, -3.32814, 0.39577], [-6.18549, -3.67348, 0.22382], [-5.26407, -2.68487, 0.11617], [-5.55489, -1.31480, 0.16014], [-4.54215, -0.39251, 0.03966], [-3.21261, -0.78857, -0.12946], [-2.12776, 0.12977, -0.24133], [-0.85636, -0.29857, -0.38818], [0.34777, 0.60979, -0.48344], [1.36167, 0.13966, 0.51292], [1.11445, -0.15166, 1.77112], [2.28557, -0.42322, 2.33143], [3.23087, -0.31249, 1.49765], [2.70164, 0.04976, 0.32525], [3.50077, 0.16680, -0.85886], [3.59369, -1.18547, -1.58520], [4.34561, -2.17390, -0.73774], [5.73410, -2.18060, -0.72572], [6.42365, -3.05417, 0.09505], [5.72974, -3.92417, 0.91862], [4.34580, -3.92223, 0.91192], [3.65597, -3.05252, 0.08632], [-0.01074, 2.00848, -0.31642], [0.87966, 2.94283, -0.97451], [0.21070, 4.31427, -1.03698], [-0.12656, 4.81897, 0.36563], [-0.85065, 6.15997, 0.31085], [-0.96889, 3.75528, 1.06952], [-0.23475, 2.41884, 1.06053], [-0.55383, -1.71886, -0.49919], [0.55774, -2.17486, -0.72614], [-1.62976, -2.55999, -0.36095], [-2.92719, -2.16895, -0.17568], [-3.94924, -3.10138, -0.05202], [-7.91964, -2.75400, -0.45528], [-8.07692, -4.27324, 0.45914], [-7.69680, -2.76164, 1.31886], [-6.56843, -0.97183, 0.28992], [-4.77038, 0.66204, 0.07773], [-2.33749, 1.18757, -0.20857], [0.77033, 0.48450, -1.48928], [3.06266, 0.92799, -1.51001], [4.49579, 0.48785, -0.53978], [2.58488, -1.55714, -1.77243], [4.10376, -1.02705, -2.53715], [6.27852, -1.49955, -1.36628], [7.50431, -3.05361, 0.09507], [6.26852, -4.60239, 1.56426], [3.80114, -4.59779, 1.55494], [2.57626, -3.05139, 0.07394], [1.07367, 2.59010, -1.99198], [1.84773, 3.03422, -0.44590], [0.87304, 5.01745, -1.54540], [-0.70902, 4.22641, -1.61801], [0.80782, 4.94718, 0.92476], [-1.07823, 6.51092, 1.31469], [-0.23451, 6.90775, -0.18340], [-1.78409, 6.06605, -0.24004], [-1.17114, 4.05104, 2.09991], [-1.92214, 3.64849, 0.54840], [-0.81464, 1.64847, 1.56924], [0.71661, 2.53323, 1.60806], [-1.42584, -3.55150, -0.41131], [-3.74007, -4.15910, -0.08465]], "forces_ev_per_a": [[-0.268, 0.076, 0.033], [0.377, -0.009, -0.041], [0.355, 0.050, -0.054], [-0.356, -0.092, 0.045], [0.255, -0.201, -0.029], [-0.216, -0.374, 0.027], [0.537, -0.175, -0.102], [-0.172, 0.299, -0.014], [-0.146, -0.107, -0.105], [0.853, 0.029, 0.073], [-0.886, 0.168, -0.605], [0.191, -0.258, 0.903], [1.239, 0.029, -0.279], [-1.335, 0.289, 0.678], [0.329, -0.188, -0.579], [0.047, 0.137, 0.136], [-0.041, -0.096, -0.166], [-0.054, -0.011, -0.017], [0.130, 0.025, 0.021], [0.050, -0.082, 0.078], [0.006, -0.049, 0.044], [0.006, -0.063, -0.078], [0.053, -0.123, -0.135], [-0.056, 0.204, -0.309], [0.338, -0.079, 0.242], [-0.362, 0.082, -0.179], [0.241, -0.210, 0.073], [0.423, -0.049, 0.085], [-0.373, 0.178, 0.204], [-0.328, -0.151, -0.026], [0.207, -0.025, -0.086], [0.145, -0.376, 0.029], [-0.604, 0.433, 0.058], [-0.207, -0.028, 0.030], [0.025, -0.016, 0.046], [0.001, 0.099, 0.001], [0.014, -0.016, -0.048], [-0.095, 0.008, 0.012], [-0.027, 0.120, 0.005], [0.039, 0.184, 0.009], [-0.024, 0.044, 0.121], [0.056, -0.014, 0.144], [-0.148, 0.067, -0.073], [0.046, 0.073, -0.089], [-0.012, -0.001, -0.026], [0.061, 0.068, -0.073], [0.076, -0.006, 0.001], [0.039, -0.051, 0.046], [-0.048, -0.054, 0.056], [-0.115, 0.023, 0.012], [0.052, -0.026, 0.060], [-0.025, -0.051, -0.051], [-0.005, 0.057, -0.047], [-0.054, 0.020, -0.076], [0.012, -0.046, 0.002], [-0.064, 0.096, 0.094], [0.020, 0.136, -0.056], [-0.135, 0.009, -0.073], [-0.054, 0.031, 0.048], [-0.124, 0.010, -0.014], [0.089, 0.043, 0.062], [-0.084, -0.101, -0.016], [0.079, 0.198, -0.027], [0.029, -0.156, -0.007]], "homo_lumo_gap_ev": 8.65, "largest_force_ev_per_a": 1.53, "e_tot_ev": -40484.761, "e_above_lowest_kj_mol": 0.0}